{"formula": "C20H26IrN4O7PS", "method": "wB97M-V/def2-TZVPD", "species": ["Ir", "O", "C", "O", "C", "C", "C", "C", "C", "N", "C", "O", "O", "H", "H", "H", "H", "O", "C", "O", "C", "C", "C", "C", "C", "C", "S", "H", "H", "H", "H", "C", "N", "C", "P", "O", "N", "C", "C", "N", "C", "C", "H", "H", "H", "H", "H", "H", "H", "H", "H", "H", "H", "H", "H", "H", "H", "H", "H", "H"], "positions_angstrom": [[-1.5023, 0.4508, -0.0249], [-0.9512, -2.1382, -3.3166], [-1.0572, -1.4436, -2.2086], [-1.6358, -0.3654, -2.1410], [-0.4102, -2.0710, -1.0188], [0.2674, -3.2720, -0.9268], [0.8013, -3.6175, 0.3128], [0.6661, -2.7695, 1.4064], [-0.0270, -1.5831, 1.2363], [-0.5460, -1.2943, 0.0524], [-0.2638, -0.5112, 2.2933], [0.1769, -0.6301, 3.4011], [-0.9343, 0.5525, 1.8672], [-1.3997, -1.6710, -4.0418], [0.3773, -3.9073, -1.7936], [1.3360, -4.5512, 0.4189], [1.0796, -2.9997, 2.3785], [-3.6558, 3.9624, 0.2009], [-3.2953, 2.8336, 0.4567], [-2.2553, 2.3066, -0.1240], [-4.0633, 2.0625, 1.5157], [-4.7851, 2.8438, 2.4053], [-5.6111, 2.2745, 3.3652], [-5.7829, 0.8973, 3.4192], [-5.1068, 0.0959, 2.5227], [-4.2135, 0.6626, 1.5995], [-3.3859, -0.4890, 0.6109], [-4.7046, 3.9174, 2.3130], [-6.1440, 2.9126, 4.0572], [-6.4444, 0.4534, 4.1501], [-5.2376, -0.9782, 2.5389], [-0.3663, 4.4714, 1.1428], [0.6215, 3.4051, 1.0250], [1.0044, 2.8168, 2.3089], [0.9506, 2.6282, -0.3789], [0.3265, 1.2343, -0.5768], [2.5793, 2.4258, -0.3523], [3.5535, 3.2516, 0.3400], [3.1835, 1.4991, -1.3025], [0.5395, 3.5818, -1.6446], [-0.5225, 3.3233, -2.6068], [1.1836, 4.8777, -1.7963], [0.1003, 5.3552, 1.5844], [-1.1857, 4.1543, 1.7898], [-0.7899, 4.7258, 0.1755], [1.4074, 3.5970, 2.9584], [1.7694, 2.0556, 2.1715], [0.1424, 2.3577, 2.7994], [3.0640, 4.0192, 0.9324], [4.2115, 3.7442, -0.3810], [4.1776, 2.6443, 1.0004], [2.4141, 0.9612, -1.8523], [3.8088, 0.7676, -0.7852], [3.8102, 2.0359, -2.0193], [-0.8643, 2.2985, -2.5291], [-0.1328, 3.4863, -3.6148], [-1.3786, 3.9827, -2.4455], [1.9925, 4.9922, -1.0766], [0.4682, 5.6895, -1.6400], [1.6011, 4.9723, -2.8011]], "multiplicity": 2, "s2": 0.769, "total_energy_ev": -64416.0426, "e_lumo_ev": [-4.12, -5.48], "total_charge": 1, "homo_lumo_gap_ev": [7.36, 6.06]}



{"formula": "C70H70LiN4O2S2", "method": "wB97M-V/def2-TZVPD", "species": ["Li", "C", "C", "C", "C", "C", "C", "C", "C", "C", "C", "C", "C", "C", "C", "C", "C", "N", "C", "C", "C", "N", "C", "C", "C", "N", "C", "C", "C", "C", "C", "C", "C", "C", "C", "C", "C", "C", "N", "C", "C", "H", "H", "H", "H", "H", "H", "H", "H", "H", "H", "H", "H", "H", "H", "H", "H", "H", "H", "H", "H", "H", "H", "H", "H", "H", "H", "H", "H", "H", "H", "H", "H", "H", "H", "H", "H", "H", "H", "H", "H", "H", "H", "H", "H", "C", "C", "C", "C", "C", "C", "C", "S", "O", "C", "C", "C", "C", "C", "C", "C", "C", "C", "C", "C", "C", "C", "C", "C", "C", "C", "C", "C", "C", "S", "O", "C", "C", "C", "C", "C", "C", "C", "H", "H", "H", "H", "H", "H", "H", "H", "H", "H", "H", "H", "H", "H", "H", "H", "H", "H", "H", "H", "H", "H", "H", "H", "H", "H"], "positions_angstrom": [[-0.5439, 0.6728, 0.1528], [-1.6356, -2.5330, -5.0632], [-2.7978, -1.7421, -4.4487], [-2.6004, -1.4160, -2.9985], [-3.2672, -1.9207, -1.9143], [-4.3589, -2.9475, -1.9044], [-5.7547, -2.3128, -1.9659], [-2.7306, -1.2348, -0.7654], [-3.2047, -1.3638, 0.5323], [-2.8219, -0.6712, 1.6780], [-3.3359, -0.9109, 2.9921], [-4.3113, -1.9775, 3.3919], [-3.6164, -3.3349, 3.5815], [-2.6771, -0.0329, 3.8252], [-1.7735, 0.6923, 2.9840], [-0.7820, 1.6487, 3.5334], [0.3952, 2.1793, 2.7875], [0.5360, 1.9952, 1.3830], [1.3504, 2.9492, 0.9702], [1.6942, 3.2476, -0.3631], [1.1887, 2.6238, -1.4983], [0.3337, 1.5923, -1.5122], [0.0435, 1.3406, -2.8307], [-0.8206, 0.3926, -3.2840], [-1.6680, -0.4351, -2.4770], [-1.7480, -0.3567, -1.1505], [0.7949, 2.2652, -3.7009], [1.4994, 3.0649, -2.8784], [2.4270, 4.1808, -3.2409], [3.8950, 3.7351, -3.2342], [0.6972, 2.3306, -5.1922], [-0.5427, 3.1109, -5.6497], [1.8430, 3.7857, 2.1058], [1.2045, 3.3728, 3.2014], [1.3967, 3.7871, 4.6259], [2.5457, 3.0189, 5.2948], [2.9598, 4.7772, 1.9993], [4.2973, 4.0589, 1.7574], [-1.8517, 0.3093, 1.7179], [-2.7736, 0.0441, 5.3207], [-3.8685, 0.9899, 5.8275], [-1.7435, -2.6128, -6.1485], [-1.5992, -3.5448, -4.6519], [-0.6816, -2.0490, -4.8477], [-3.7206, -2.3146, -4.5736], [-2.9277, -0.8098, -5.0085], [-4.2776, -3.5627, -1.0047], [-4.2347, -3.6183, -2.7587], [-5.9065, -1.6467, -1.1150], [-6.5392, -3.0741, -1.9575], [-5.8586, -1.7190, -2.8762], [-3.9944, -2.0970, 0.6727], [-5.0956, -2.0714, 2.6354], [-4.8033, -1.6900, 4.3251], [-3.0629, -3.6074, 2.6816], [-4.3395, -4.1222, 3.8134], [-2.8883, -3.2759, 4.3944], [-1.1376, 2.2300, 4.3841], [2.3480, 4.0976, -0.5179], [-0.9276, 0.2959, -4.3592], [2.2989, 5.0047, -2.5344], [2.1717, 4.5670, -4.2312], [4.1561, 3.3036, -2.2658], [4.5639, 4.5760, -3.4338], [4.0639, 2.9729, -3.9977], [0.6587, 1.3209, -5.6077], [1.5923, 2.8102, -5.5957], [-1.4483, 2.6399, -5.2657], [-0.6035, 3.1497, -6.7402], [-0.5098, 4.1330, -5.2685], [0.4750, 3.6061, 5.1841], [1.6007, 4.8599, 4.6682], [2.3425, 1.9497, 5.2666], [2.6741, 3.3283, 6.3351], [3.4833, 3.1977, 4.7648], [3.0229, 5.3612, 2.9209], [2.7684, 5.4751, 1.1797], [4.5179, 3.3792, 2.5825], [5.1184, 4.7737, 1.6628], [4.2472, 3.4593, 0.8475], [-1.8105, 0.3585, 5.7345], [-2.9698, -0.9583, 5.7136], [-3.7166, 2.0033, 5.4509], [-3.8767, 1.0251, 6.9206], [-4.8501, 0.6510, 5.4903], [-1.5964, -8.3369, -3.7140], [-1.1562, -7.1237, -2.9369], [-0.7645, -5.9548, -3.5770], [-0.3904, -4.8321, -2.8497], [-0.3845, -4.8849, -1.4665], [-0.7813, -6.0384, -0.8071], [-1.1629, -7.1485, -1.5416], [0.0055, -3.4277, -0.4423], [-0.6282, -3.7211, 0.8606], [1.7815, -3.8166, -0.3171], [2.5094, -3.7627, -1.5268], [3.8567, -3.9369, -1.5354], [4.5524, -4.2025, -0.3335], [5.9559, -4.3864, -0.3189], [6.6148, -4.6598, 0.8445], [5.8965, -4.7495, 2.0543], [4.5466, -4.5422, 2.0761], [3.8291, -4.2668, 0.8831], [2.4145, -4.0195, 0.8823], [1.7472, -3.8525, 2.2132], [1.4780, -4.9869, 3.0265], [1.6612, -6.3072, 2.5380], [1.3690, -7.3900, 3.3171], [0.8913, -7.2095, 4.6345], [0.6979, -5.9520, 5.1277], [0.9678, -4.8070, 4.3369], [0.7204, -3.4975, 4.8024], [0.9332, -2.4192, 3.9927], [1.4450, -2.5872, 2.6885], [1.4929, -1.1601, 1.6131], [0.5292, 1.1093, 3.7314], [3.2170, -0.9070, 1.3462], [3.5843, -0.2706, 0.1631], [4.9166, 0.0227, -0.0856], [5.9111, -0.3153, 0.8247], [7.3626, -0.0142, 0.5561], [5.5292, -0.9459, 2.0061], [4.2008, -1.2311, 2.2757], [-1.5418, -8.1642, -4.7886], [-2.6262, -8.5987, -3.4627], [-0.9714, -9.1992, -3.4736], [-0.7735, -5.9120, -4.6610], [-0.1416, -3.9076, -3.3589], [-0.8044, -6.0388, 0.2770], [-1.4874, -8.0460, -1.0253], [1.9784, -3.5648, -2.4502], [4.4182, -3.8738, -2.4606], [6.4988, -4.3078, -1.2543], [7.6884, -4.8055, 0.8455], [6.4226, -4.9759, 2.9738], [4.0102, -4.5763, 3.0142], [2.0171, -6.4400, 1.5231], [1.4968, -8.3920, 2.9263], [0.6728, -8.0770, 5.2453], [0.3242, -5.8118, 6.1363], [0.3340, -3.3599, 5.8066], [0.7027, -1.4142, 4.3190], [2.8161, 0.0013, -0.5545], [5.1864, 0.5211, -1.0111], [7.4855, 0.5195, -0.3867], [7.9493, -0.9350, 0.5062], [7.7859, 0.6033, 1.3515], [6.2876, -1.2171, 2.7344], [3.9240, -1.7073, 3.2082]], "total_energy_ev": -105662.0622, "e_lumo_ev": 2.20, "total_charge": -1, "homo_lumo_gap_ev": 5.43}



{"formula": "C3H6N4O", "method": "wB97M-V/def2-TZVPD", "species": ["H", "N", "C", "C", "N", "O", "N", "N", "C", "H", "H", "H", "H", "H"], "positions_angstrom": [[1.5062, -0.7545, -2.0718], [1.5077, 0.0592, -1.3021], [0.2992, 0.2422, -0.8777], [-1.0205, 0.0262, -1.6970], [-1.9732, 0.5720, -1.0470], [-1.4541, 1.0773, 0.1423], [-0.1800, 0.8174, 0.1424], [0.4003, 0.8324, 1.3849], [0.2060, -0.6320, 1.7908], [-1.3657, -0.2530, -2.6109], [1.4853, 1.1546, 0.9301], [-0.6902, -1.0300, 1.0634], [0.3250, -0.8810, 2.9177], [0.9538, -1.2308, 1.2349]], "total_energy_ev": -11208.8602, "e_lumo_ev": 0.79, "homo_lumo_gap_ev": 9.36}



{"formula": "C5H14NO", "method": "wB97M-V/def2-TZVPD", "species": ["O", "C", "C", "H", "H", "H", "H", "C", "C", "C", "N", "H", "H", "H", "H", "H", "H", "H", "H", "H", "H"], "positions_angstrom": [[-0.1168, 0.9682, 2.1614], [0.0531, 2.1702, 2.0547], [1.3792, 2.8367, 1.9190], [-0.8384, 2.8171, 2.1067], [2.0752, 2.1628, 1.4260], [1.6845, 3.0860, 2.9383], [1.2365, 3.7561, 1.3529], [0.1073, -1.6185, -0.5313], [-0.8955, -0.9763, -1.4637], [-0.4007, -1.0222, -2.9098], [-0.3637, -1.4547, 0.8999], [0.1958, -2.6785, -0.7552], [1.1094, -1.1924, -0.5325], [-1.1036, 0.0554, -1.1741], [-1.8231, -1.5437, -1.3872], [0.5622, -0.5182, -3.0098], [-0.2870, -2.0580, -3.2287], [-1.0836, -0.5111, -3.5842], [-0.4368, -0.4515, 1.1683], [-1.2836, -1.8880, 0.9813], [0.2296, -1.9393, 1.5681]], "total_energy_ev": -8943.3307, "e_lumo_ev": -3.00, "total_charge": 1, "homo_lumo_gap_ev": 11.09}